[1]
The following is a DFT calculation (the ωB97M-V functional and the def2-TZVPD basis) of C51H52N5O3P2PtS2 as an isolated structure.

Each line ends with the Mulliken charge.
Positions of all 116 atoms, in Å:
Pt 0.524 -0.257 0.445  3.597
N 5.785 -2.533 5.578  -0.531
C 4.610 -1.914 5.228  1.131
C 3.385 -2.577 5.376  -0.888
C 2.207 -1.975 4.993  -0.611
C 2.228 -0.697 4.444  -0.770
C 3.433 -0.023 4.306  -0.115
C 4.615 -0.623 4.692  -0.935
S 0.730 0.054 3.933  1.791
O -0.285 -0.254 4.895  -0.685
O 1.003 1.443 3.640  -0.941
N 0.321 -0.625 2.501  -0.956
C -0.413 -1.783 2.469  -0.301
N -0.955 -1.952 1.244  0.419
C -1.786 -2.967 1.059  0.196
C -2.066 -3.853 2.084  -1.300
C -1.395 -3.634 3.282  -0.564
N -0.570 -2.619 3.489  -0.182
H 5.738 -3.344 6.170  0.212
H 6.606 -1.965 5.690  0.214
H 3.367 -3.572 5.803  0.315
H 1.261 -2.484 5.113  0.520
H 3.443 0.983 3.917  0.479
H 5.552 -0.091 4.585  0.315
H -2.221 -3.072 0.071  0.198
H -2.744 -4.680 1.951  0.491
H -1.520 -4.317 4.116  0.467
C 2.363 3.005 -1.101  -0.880
N 1.742 2.861 0.236  1.680
C 1.218 4.152 0.743  -0.695
C 2.726 2.316 1.220  -1.197
C 3.310 0.985 0.855  1.324
C 4.696 0.867 0.984  -0.379
C 5.334 -0.349 0.844  -1.022
C 4.569 -1.471 0.570  -0.962
C 3.196 -1.359 0.405  -0.584
C 2.534 -0.133 0.530  -0.464
H 1.658 3.473 -1.784  0.632
H 2.657 2.018 -1.452  0.111
H 3.244 3.637 -0.997  0.385
H 0.941 2.195 0.205  -1.314
H 2.023 4.884 0.720  0.446
H 0.867 4.002 1.760  0.385
H 0.397 4.472 0.108  -0.099
H 2.181 2.251 2.160  0.052
H 3.513 3.068 1.306  0.628
H 5.276 1.750 1.227  0.407
H 6.405 -0.422 0.966  0.437
H 5.035 -2.442 0.476  0.524
H 2.630 -2.259 0.208  0.512
C -3.074 3.639 1.731  -1.030
S -1.597 2.818 2.335  0.045
O -0.952 2.154 1.137  -0.118
C -2.465 1.577 3.265  0.286
C -2.701 1.806 4.610  -0.615
C -3.421 0.867 5.332  -0.723
C -3.879 -0.283 4.710  -0.716
C -3.624 -0.502 3.363  -0.407
C -2.915 0.434 2.630  0.003
H -3.754 2.899 1.311  0.307
H -2.763 4.341 0.970  0.303
H -3.544 4.165 2.559  0.453
H -2.303 2.688 5.094  0.449
H -3.604 1.024 6.386  0.432
H -4.427 -1.020 5.281  0.415
H -3.973 -1.408 2.884  0.488
H -2.683 0.274 1.587  0.169
C 0.613 0.384 -3.356  -1.778
P 0.211 -0.557 -1.810  2.299
C 1.225 -2.053 -2.139  0.169
C 0.794 -3.305 -1.700  -0.325
C 1.597 -4.424 -1.853  -0.795
C 2.845 -4.310 -2.450  -0.753
C 3.287 -3.069 -2.879  -0.801
C 2.485 -1.948 -2.720  -0.407
C -1.510 -1.087 -1.977  0.223
C -1.900 -2.114 -2.834  -0.249
C -3.232 -2.491 -2.895  -0.952
C -4.182 -1.824 -2.133  -0.931
C -3.806 -0.768 -1.314  -0.830
C -2.470 -0.406 -1.231  0.033
P -0.309 1.571 -4.467  -0.526
C -1.438 2.596 -3.475  0.256
C -2.611 3.113 -4.025  -0.532
C -3.308 4.122 -3.379  -0.882
C -2.826 4.655 -2.193  -1.004
C -1.659 4.148 -1.644  -0.249
C -0.985 3.117 -2.270  1.659
C -1.442 0.528 -5.453  0.408
C -0.984 0.195 -6.728  -0.421
C -1.764 -0.557 -7.594  -0.630
C -3.030 -0.961 -7.203  -0.632
C -3.504 -0.623 -5.942  -0.743
C -2.714 0.105 -5.070  -0.039
H 0.843 -0.403 -4.083  0.709
H 1.569 0.871 -3.140  0.535
H -0.170 -3.411 -1.220  0.215
H 1.245 -5.385 -1.507  0.479
H 3.469 -5.183 -2.575  0.411
H 4.264 -2.965 -3.331  0.467
H 2.875 -0.989 -3.038  0.287
H -1.167 -2.631 -3.439  0.542
H -3.532 -3.295 -3.552  0.461
H -5.221 -2.121 -2.189  0.485
H -4.548 -0.236 -0.733  0.562
H -2.169 0.424 -0.601  -0.211
H -2.973 2.749 -4.977  0.520
H -4.217 4.508 -3.819  0.442
H -3.353 5.465 -1.706  0.443
H -1.262 4.575 -0.738  0.413
H -0.078 2.713 -1.834  -0.866
H -0.009 0.541 -7.049  0.396
H -1.392 -0.805 -8.578  0.428
H -3.652 -1.528 -7.882  0.406
H -4.493 -0.935 -5.635  0.481
H -3.099 0.359 -4.091  0.592

The spin multiplicity is 1. For the LUMO energy, the calculation gives -1.852 eV. The strongest force on any atom comes out at 0.01504 hartree/bohr. The calculation puts the energy at -4072.34652 a.u. The value obtained for the HOMO energy is -9.7507 eV. Its total charge is +1. Its energy relative to the best compared isomer or geometry (same formula, charge and spin) is 50.63 kJ/mol.

---

[2]
The following is a DFT calculation (the ωB97M-V functional and the def2-TZVPD basis) of one molecule with the formula C7H11NOS in a non-equilibrium geometry.

Each line ends with the Mulliken charge.
Positions of all 21 atoms, in Å:
C 0.085 0.233 0.022  -0.313
C 1.109 1.733 0.302  0.190
C 2.332 -0.585 -0.026  0.624
C 0.350 2.950 0.366  -0.814
C -2.016 -0.891 -0.621  -1.320
C 0.654 -2.178 -0.113  -0.974
C -1.275 0.036 0.464  -0.146
N 0.989 -0.777 0.027  0.186
O 3.114 -1.508 -0.328  -0.656
S 2.749 1.180 0.041  -0.175
H -0.635 2.629 -0.038  0.225
H 0.775 3.722 -0.245  0.310
H 0.190 3.448 1.318  0.245
H -2.136 -1.987 -0.351  0.198
H -1.483 -0.705 -1.489  0.453
H -2.994 -0.449 -0.719  0.417
H 0.154 -2.651 0.740  0.272
H -0.065 -2.192 -0.977  0.374
H 1.590 -2.739 -0.318  0.308
H -1.557 -0.210 1.527  0.323
H -1.930 0.941 0.417  0.273

The spin multiplicity is 1. For the LUMO energy (alpha / beta), the calculation gives 0.319 / 0.131 eV. The strongest force on any atom comes out at 0.15277 hartree/bohr. The calculation puts the energy at -801.36886 a.u. The value obtained for the HOMO energy (alpha / beta) is -7.0776 / -7.1185 eV. The SMILES is CCc1c(C)sc(=O)n1C. Its total charge is 0. Its energy relative to the best compared isomer or geometry (same formula, charge and spin) is 315.62 kJ/mol.